(1)
This record from the Open Molecules 2025 dataset describes C42H40MnN2O6P2 as an isolated structure. The level of theory is wB97M-V/def2-TZVPD.

Summary:
Kohn-Sham gap (spin up / spin down)	5.97 / 5.85	eV
relative energy (zero: lowest compared OMol25 entry of this formula, charge and spin)	6.1	kcal per mole
2S+1	6
LUMO (spin up / spin down)	-1.356 / -1.479	eV
<S²>	8.768
HOMO level (spin up / spin down)	-7.330 / -7.330	eV

Element x y z (Å)
Mn 2.27 -0.14 2.99
C -2.66 -0.32 3.83
C -2.71 -0.27 2.49
C -3.04 0.88 1.57
C -1.88 1.83 1.15
C -1.02 2.33 2.27
C -1.37 2.46 3.56
C -2.68 2.18 4.19
C -2.64 0.78 4.83
C 3.29 -1.92 2.60
H -2.70 -1.29 4.35
H -2.69 -1.25 1.99
H -3.88 1.46 1.97
H -3.44 0.46 0.62
H -1.24 1.32 0.40
H -2.29 2.68 0.57
H 0.04 2.50 2.00
H -0.61 2.82 4.25
H -3.51 2.28 3.49
H -2.80 2.89 5.02
H -1.75 0.69 5.46
H -3.49 0.62 5.50
H 2.73 -2.49 3.36
H 4.33 -1.65 2.79
H 3.00 -2.15 1.57
P -0.37 -1.75 -3.98
P 1.43 0.44 -4.54
C -1.17 -0.23 -4.58
C -0.30 0.70 -5.06
C -0.79 -2.95 -5.33
C -1.85 -2.75 -6.22
C -2.14 -3.73 -7.18
C -1.32 -4.86 -7.32
C -0.18 -4.98 -6.52
C 0.09 -4.03 -5.53
C -1.43 -2.04 -2.51
C -1.12 -1.20 -1.42
C -1.66 -1.47 -0.17
C -2.62 -2.49 -0.02
C -2.99 -3.26 -1.13
C -2.39 -3.06 -2.37
C 2.26 0.95 -6.11
C 2.09 0.11 -7.24
C 2.71 0.43 -8.45
C 3.51 1.57 -8.55
C 3.68 2.41 -7.44
C 3.05 2.09 -6.24
C 1.67 1.91 -3.47
C 2.90 2.00 -2.80
C 3.22 3.15 -2.08
C 2.28 4.18 -1.95
C 1.01 4.05 -2.53
C 0.69 2.90 -3.26
H -2.26 -0.12 -4.52
H -0.54 1.55 -5.71
H -2.46 -1.84 -6.16
H -3.01 -3.62 -7.83
H -1.56 -5.63 -8.05
H 0.51 -5.80 -6.66
H 0.97 -4.12 -4.89
H -0.45 -0.35 -1.55
H -1.32 -0.87 0.68
H -3.08 -2.71 0.94
H -3.75 -4.03 -0.99
H -2.65 -3.67 -3.23
H 1.45 -0.77 -7.16
H 2.56 -0.22 -9.32
H 4.00 1.82 -9.51
H 4.30 3.32 -7.52
H 3.16 2.76 -5.38
H 3.61 1.17 -2.89
H 4.21 3.24 -1.62
H 2.55 5.08 -1.42
H 0.27 4.85 -2.41
H -0.31 2.78 -3.70
O 0.27 -1.05 4.86
C 0.87 -0.12 5.43
O 1.74 0.64 4.86
C 0.69 0.10 6.92
C 1.33 1.16 7.57
C 1.37 1.21 8.98
C 0.75 0.25 9.77
C 0.06 -0.78 9.11
C -0.01 -0.82 7.71
N -0.49 -1.85 9.90
O -0.34 -1.80 11.14
O -1.10 -2.77 9.33
N 2.14 2.24 9.63
O 2.69 3.10 8.91
O 2.28 2.21 10.87
H 1.83 1.96 7.01
H 0.79 0.29 10.86
H -0.60 -1.59 7.22

---

(2)
This record from the Open Molecules 2025 dataset describes a 2-piece molecular cluster, C42H40N2O4 overall. The level of theory is wB97M-V/def2-TZVPD.

Summary:
Kohn-Sham gap	2.64	eV
relative energy (zero: lowest compared OMol25 entry of this formula, charge and spin)	15.0	kcal per mole
2S+1	1
LUMO	-3.188	eV
HOMO level	-5.824	eV

Element x y z (Å)
C 6.83 4.14 -0.93
C 5.78 3.05 -0.97
N 4.95 3.24 -2.15
C 3.78 2.42 -2.15
C 3.78 1.17 -1.51
C 2.61 0.44 -1.39
C 1.38 1.06 -1.72
C 0.16 0.49 -1.23
C -1.06 1.17 -1.50
C -1.15 2.58 -1.26
C -2.33 3.25 -1.49
C -3.45 2.53 -1.95
N -4.72 3.14 -2.03
C -5.24 3.72 -0.81
C -6.71 4.06 -0.97
O -6.97 4.74 -2.20
C -6.57 4.07 -3.38
C -5.12 3.59 -3.35
C -3.31 1.20 -2.38
C -2.18 0.49 -2.06
C 1.42 2.24 -2.54
C 2.62 2.88 -2.79
C 5.63 3.35 -3.43
C 6.82 4.29 -3.36
O 7.57 4.22 -2.15
H 6.34 5.10 -0.68
H 7.59 3.89 -0.18
H 6.28 2.06 -0.95
H 5.13 3.15 -0.09
H 4.71 0.79 -1.08
H 2.63 -0.56 -0.96
H 0.18 -0.50 -0.74
H -0.29 3.13 -0.88
H -2.42 4.32 -1.31
H -5.13 2.95 -0.03
H -4.65 4.60 -0.50
H -7.28 3.11 -0.89
H -7.01 4.77 -0.19
H -7.21 3.19 -3.59
H -6.68 4.82 -4.17
H -4.47 4.42 -3.72
H -5.01 2.75 -4.05
H -4.18 0.75 -2.85
H -2.11 -0.58 -2.25
H 0.51 2.70 -2.93
H 2.68 3.80 -3.38
H 5.99 2.37 -3.80
H 4.91 3.74 -4.17
H 7.56 4.00 -4.12
H 6.49 5.33 -3.55
C -0.85 -0.33 5.37
C -0.48 0.19 4.11
C -0.47 -0.64 2.98
C -0.56 -2.05 3.16
C -0.37 -3.05 2.10
C -1.24 -2.93 0.94
C -1.50 -4.13 0.05
C -1.97 -5.34 0.57
C -2.20 -6.43 -0.28
C -1.94 -6.31 -1.65
C -1.54 -5.08 -2.17
C -1.41 -3.97 -1.33
O -1.84 -1.87 0.71
C 0.46 -4.24 2.32
C 1.14 -4.54 3.64
C 1.83 -3.55 4.33
C 2.50 -3.84 5.53
C 2.58 -5.17 5.98
C 1.98 -6.20 5.23
C 1.23 -5.88 4.10
O 0.74 -5.03 1.41
C -1.01 -2.53 4.41
C -1.19 -1.69 5.50
H -0.93 0.31 6.24
H -0.24 1.26 4.05
H -0.38 -0.19 1.99
H -2.15 -5.44 1.65
H -2.57 -7.38 0.13
H -2.04 -7.16 -2.31
H -1.34 -4.96 -3.24
H -1.20 -2.97 -1.72
H 1.83 -2.54 3.93
H 2.92 -3.02 6.12
H 3.10 -5.39 6.91
H 2.06 -7.24 5.56
H 0.71 -6.66 3.55
H -1.23 -3.60 4.45
H -1.58 -2.12 6.42